Below is the molecule C5H8N2, with properties calculated with ωB97M-V with the def2-TZVPD basis set.

Last column: Mulliken charge in e.
Geometry (Å):
C -0.08726 -1.15372 1.97465  -1.05
C 0.18617 -1.33885 0.45877  -0.34
C 0.18396 0.01092 -0.27061  0.48
C 0.24208 0.17059 -1.61658  -0.68
N 0.08786 1.53066 -1.80761  -0.09
C -0.16442 2.09388 -0.60580  -0.29
N -0.08044 1.20010 0.37151  -0.55
H -0.82970 -0.35895 1.99442  0.32
H 0.79408 -0.86537 2.53218  0.27
H -0.58108 -2.03639 2.37213  0.34
H 1.20807 -1.66793 0.23811  0.24
H -0.48198 -2.08392 0.03644  0.31
H 0.25164 -0.53696 -2.42221  0.40
H -0.19246 1.93263 -2.68460  0.25
H -0.53652 3.10329 -0.57081  0.39

relative energy (zero: lowest compared OMol25 entry of this formula, charge and spin)	33.9	kJ/mol
highest occupied orbital energy	-8.562	eV
multiplicity	1
SMILES	CCc1c[nH]cn1